No. 1
ORCA calculation (ωB97M-V/def2-TZVPD) on C3H5NS in the gas phase at a distorted geometry.

total energy: -15514.626 eV
multiplicity: 1
frontier orbital gap: 9.88 eV
energy relative to the best compared isomer or geometry (same formula, charge and spin): 2.2465 eV
SMILES: C[C@@H](S)C#N
E_HOMO: -9.81 eV

Last column: Mulliken charge in e.
Cartesian coordinates (Å):
C  0.1521  -1.0083  0.7489  -0.866
C  -0.3408  0.0703  -0.1062  0.205
S  -0.4616  1.6970  0.8039  -0.230
C  0.0314  0.3580  -1.5382  0.138
N  0.4245  0.5273  -2.6544  -0.420
H  -0.3510  -0.8070  1.7247  0.307
H  1.3506  -1.2316  0.7846  0.256
H  -0.2306  -2.1329  0.3698  0.252
H  -1.4612  -0.0052  -0.3759  0.180
H  0.8865  2.5324  0.2427  0.177

No. 2
ORCA calculation (ωB97M-V/def2-TZVPD) on a molecular structure, C36H39Co2O6 at a distorted geometry.

total charge: -1
total energy: -125500.920 eV
multiplicity: 1
frontier orbital gap: 4.97 eV
E_HOMO: -2.47 eV

Last column: Mulliken charge in e.
Cartesian coordinates (Å):
C  -3.9821  4.7904  3.1237  -1.572
C  -3.2287  3.6397  2.5266  0.722
C  -2.4969  2.7696  3.3417  -0.888
C  -1.9399  1.5946  2.8368  1.392
C  -1.2466  0.6772  3.8269  -2.026
C  -2.0538  1.3042  1.4459  0.612
C  -1.7515  -0.0975  0.8700  1.464
C  -2.6951  -1.1210  1.5723  -1.716
C  -0.2708  -0.5159  0.9038  0.146
C  0.6956  0.0942  -0.2024  1.603
C  1.8029  0.9055  0.5523  -0.415
C  1.9742  2.3290  0.4861  0.637
C  0.9619  3.2355  -0.2071  -0.925
C  3.1009  2.9178  1.0704  -0.972
C  3.9949  2.2060  1.8597  0.728
C  5.1535  2.9486  2.4262  -1.676
C  3.7847  0.8394  1.9823  -1.024
C  2.7090  0.1881  1.4067  1.918
C  2.5870  -1.2838  1.6985  -1.376
C  -2.6283  2.2859  0.5898  0.526
C  -2.6284  2.1395  -0.9132  -1.107
C  -3.2268  3.4004  1.1608  -0.924
H  -4.3181  5.4595  2.3246  0.352
H  -4.8764  4.4226  3.6444  0.296
H  -3.3848  5.3591  3.8489  0.355
H  -2.4005  2.9799  4.4092  0.395
H  -1.3578  -0.3912  3.6156  0.347
H  -0.1678  0.8827  3.8748  0.310
H  -1.6230  0.8357  4.8494  0.452
H  -2.0011  -0.1058  -0.1940  -0.604
H  -3.6982  -1.0322  1.1338  0.346
H  -2.3479  -2.1512  1.4356  0.168
H  -2.8295  -0.9468  2.6506  0.602
H  0.0704  -0.1947  1.9044  0.437
H  -0.2080  -1.6317  0.9436  -1.002
H  0.1030  0.8235  -0.8181  -1.069
H  1.2355  4.2946  -0.0805  0.437
H  0.9383  3.0567  -1.2971  0.158
H  -0.0649  3.1737  0.2044  -0.120
H  3.2278  4.0024  0.9599  0.344
H  5.7866  2.2797  2.9997  0.385
H  5.7828  3.4369  1.6710  0.333
H  4.7831  3.7340  3.0848  0.322
H  4.5001  0.2834  2.5991  0.285
H  3.5645  -1.6426  2.0188  0.505
H  1.8969  -1.5366  2.5065  0.142
H  2.3055  -1.8606  0.8213  0.197
H  -3.1500  2.9777  -1.3923  0.463
H  -1.6014  2.1467  -1.2998  0.044
H  -3.1099  1.2149  -1.2523  0.196
H  -3.7493  4.1264  0.5276  0.241
O  -3.9885  -5.1768  -0.8740  -0.430
C  -3.1243  -4.4717  -1.1479  0.277
Co  -1.7814  -3.3486  -1.4509  0.530
C  -2.9176  -2.0853  -1.6754  -0.093
O  -3.6320  -1.1943  -1.8957  -0.455
C  -0.9979  -3.6336  0.0990  -0.113
O  -0.3953  -3.8656  1.0762  -0.451
C  -1.1374  -3.4235  -3.1093  -1.418
C  -0.2248  -2.7512  -2.2309  0.699
C  0.5455  -1.5765  -2.4268  1.547
C  1.3039  -0.8401  -1.3828  1.986
C  2.5335  -0.1479  -2.0853  -1.653
C  2.0432  0.6482  -3.2473  -0.423
C  1.7102  -0.3617  -4.3711  -1.196
C  0.6954  -1.4061  -3.9077  -0.526
Co  -0.0400  -4.6744  -2.3908  0.013
C  -0.7363  -5.9187  -1.3668  0.096
O  -1.0701  -6.8081  -0.7238  -0.413
C  1.5025  -4.5238  -1.5907  0.123
O  2.5183  -4.3273  -1.0511  -0.426
C  0.0626  -5.7433  -3.8284  0.193
O  0.1651  -6.5364  -4.6573  -0.424
H  -1.4734  -3.1874  -4.1157  0.481
H  1.5740  -1.5598  -0.5409  -2.047
H  3.1369  0.3759  -1.3333  0.544
H  3.1620  -0.9559  -2.4651  0.490
H  1.1233  1.1874  -2.9530  0.186
H  2.7944  1.3292  -3.6249  0.283
H  1.3934  0.1163  -5.3019  0.373
H  2.6386  -0.8604  -4.6875  0.412
H  0.9868  -2.3315  -4.4413  0.128
H  -0.2919  -1.1913  -4.3496  0.262

No. 3
ORCA calculation (ωB97M-V/def2-TZVPD) on 8 unconnected molecules or ions with the total composition C30H56O24 at a distorted geometry.

total energy: -81158.065 eV
multiplicity: 1
frontier orbital gap: 10.54 eV
energy relative to the best compared isomer or geometry (same formula, charge and spin): 0.5551 eV
SMILES: C[C@H]1COC(=O)O1.C[C@H]1COC(=O)O1.CCOC(=O)OC.CCOC(=O)OC.CCOC(=O)OC.CCOC(=O)OC.COC(=O)OC.COC(=O)OC
E_HOMO: -10.37 eV

Last column: Mulliken charge in e.
Cartesian coordinates (Å):
C  -2.6121  -23.5187  -17.0500  -1.629
C  -2.3993  -22.4833  -15.9536  0.922
C  -1.3525  -22.7984  -14.8711  -0.311
O  -0.4531  -21.7130  -14.9959  -0.282
C  -0.7873  -20.8477  -15.9649  0.398
O  -0.1858  -19.8626  -16.2668  -0.509
O  -1.9696  -21.2211  -16.4677  -0.111
H  -3.2790  -24.2914  -16.6668  0.410
H  -1.6675  -23.9806  -17.3341  0.424
H  -3.1088  -23.0124  -17.8758  0.324
H  -3.3635  -22.2486  -15.5053  -0.281
H  -0.9135  -23.7934  -14.9189  0.365
H  -1.8363  -22.7135  -13.8951  0.241
C  -2.4538  -18.6087  -13.2166  -0.892
C  -1.4290  -17.5185  -13.5185  2.228
C  -1.1327  -17.2963  -15.0125  2.167
O  -1.3182  -15.8673  -15.1193  -0.125
C  -1.7770  -15.3486  -13.9722  0.001
O  -1.9905  -14.1844  -13.8165  -0.552
O  -1.9792  -16.2860  -13.0546  -0.361
H  -3.0600  -18.3165  -12.3676  -0.515
H  -2.0167  -19.5831  -12.9879  -0.458
H  -3.1023  -18.7770  -14.0796  0.795
H  -0.4945  -17.6454  -12.9663  -1.115
H  -1.8399  -17.8505  -15.6253  -0.648
H  -0.1051  -17.5627  -15.2271  -0.737
C  -4.8820  -19.7788  -17.6988  -0.951
C  -3.8763  -18.7324  -18.1257  0.141
O  -4.1123  -17.5106  -17.4296  -0.284
C  -3.4005  -16.4103  -17.7257  0.812
O  -2.4992  -16.3436  -18.5047  -0.590
O  -3.9078  -15.4450  -16.9697  -0.361
C  -3.2855  -14.1572  -16.9740  -0.186
H  -5.2815  -19.5635  -16.7042  0.143
H  -4.5005  -20.7991  -17.6877  0.083
H  -5.7594  -19.8129  -18.3507  0.451
H  -3.9594  -18.5882  -19.2005  0.399
H  -2.9389  -19.0862  -17.6877  -0.069
H  -2.3464  -14.2600  -16.4246  -0.183
H  -3.8454  -13.4219  -16.4039  0.182
H  -3.1447  -13.8936  -18.0210  0.376
C  -0.8190  -11.0702  -12.9988  -1.254
C  0.4696  -11.5513  -13.6502  -0.292
O  0.6086  -12.9546  -13.5363  0.175
C  1.0635  -13.4487  -12.3946  0.541
O  1.4796  -12.7683  -11.4916  -0.631
O  0.9014  -14.7621  -12.4026  -0.150
C  1.2742  -15.4660  -11.1979  -0.941
H  -0.8115  -11.1669  -11.9077  0.328
H  -1.7124  -11.6364  -13.2660  0.210
H  -1.0335  -10.0109  -13.1518  0.443
H  1.2985  -10.9985  -13.2124  0.371
H  0.3555  -11.3030  -14.7038  0.226
H  1.6538  -14.8247  -10.4070  0.485
H  1.9820  -16.1986  -11.5765  0.522
H  0.3887  -15.9394  -10.7729  -0.007
C  -6.4670  -22.1796  -14.5000  -0.740
C  -6.7818  -21.8869  -13.0402  -0.388
O  -5.9066  -20.8752  -12.5252  -0.339
C  -6.2872  -19.6077  -12.7117  0.813
O  -7.1514  -19.2498  -13.4659  -0.597
O  -5.5828  -18.8444  -11.9036  -0.306
C  -5.5637  -17.4292  -12.0965  -0.487
H  -5.4372  -22.4980  -14.6373  -0.015
H  -6.6940  -21.3337  -15.1458  0.255
H  -7.1185  -22.9962  -14.8228  0.433
H  -6.5770  -22.7439  -12.4011  0.369
H  -7.8358  -21.6352  -12.9282  0.368
H  -5.6976  -17.1885  -13.1529  0.355
H  -4.5929  -17.0280  -11.8386  -0.073
H  -6.3885  -16.9719  -11.5565  0.406
C  0.3691  -21.1014  -12.0279  -0.517
C  0.8638  -20.3195  -10.7953  -0.894
O  0.1685  -19.0867  -10.6871  -0.082
C  -1.0771  -19.1017  -10.1721  0.782
O  -1.6968  -20.0831  -9.8839  -0.621
O  -1.5130  -17.8719  -10.1987  -0.166
C  -2.8273  -17.5347  -9.8178  -0.698
H  -0.7054  -21.2340  -11.8764  0.224
H  0.8179  -22.0912  -12.0822  0.455
H  0.4733  -20.5125  -12.9364  0.235
H  1.9369  -20.1634  -10.9040  0.324
H  0.7812  -20.9124  -9.8837  0.429
H  -2.8698  -17.3117  -8.7530  0.382
H  -3.5367  -18.3087  -10.1197  0.344
H  -3.1363  -16.6575  -10.3847  0.143
C  1.8184  -13.5498  -16.6809  -0.420
O  1.2563  -14.0306  -17.8906  -0.379
C  1.0914  -15.3524  -18.0576  0.742
O  0.6062  -15.8107  -19.0417  -0.563
O  1.3818  -16.0265  -16.9521  0.027
C  1.6067  -17.4216  -17.0798  -0.617
H  1.4429  -12.5667  -16.4156  0.199
H  2.9091  -13.4621  -16.6903  0.460
H  1.6708  -14.2550  -15.8643  0.046
H  0.8216  -17.9309  -17.6289  0.388
H  1.7656  -17.8745  -16.1024  -0.163
H  2.5747  -17.6204  -17.5506  0.423
C  4.0922  -14.7599  -14.1674  -0.656
O  3.3455  -15.8833  -13.6928  -0.031
C  3.8848  -16.5094  -12.6404  0.552
O  4.8830  -16.2159  -12.0684  -0.597
O  3.1024  -17.5197  -12.2519  -0.465
C  2.1217  -18.0156  -13.1650  0.578
H  4.8302  -14.9488  -14.9425  0.286
H  4.5265  -14.1866  -13.3507  0.466
H  3.3567  -14.0665  -14.5705  -0.071
H  1.4470  -17.2482  -13.5481  -0.159
H  1.5619  -18.8278  -12.7157  -0.933
H  2.6289  -18.3793  -14.0618  0.753

Question: Among the records above, which one has the highest total energy?
Answer: C3H5NS